# 1
Molecular formula: C31H59N4OPS5Si2TeZn
Method: DFT, ωB97M-V/def2-TZVPD

Each line ends with the Löwdin charge.
Element x y z (Å)
Zn: -0.978 1.121 1.311  0.16
C: -2.663 2.953 4.035  -0.21
Si: -2.138 1.179 4.364  0.32
C: -1.943 1.084 6.255  -0.21
C: -3.639 0.103 4.027  -0.21
C: -0.666 0.667 3.396  -0.45
Si: 0.955 1.200 4.060  0.35
C: 1.093 3.044 4.384  -0.20
C: 2.375 0.705 2.916  -0.19
C: 1.432 0.426 5.731  -0.20
H: -3.323 3.331 4.826  0.02
H: -3.190 2.999 3.078  -0.05
H: -1.791 3.615 3.969  0.01
H: -2.901 1.266 6.751  0.02
H: -1.226 1.828 6.620  0.01
H: -1.577 0.099 6.567  0.02
H: -4.515 0.482 4.565  0.02
H: -3.469 -0.933 4.350  0.01
H: -3.870 0.102 2.958  -0.03
H: -0.644 -0.433 3.324  -0.03
H: 0.900 3.625 3.480  -0.05
H: 2.093 3.303 4.748  0.02
H: 0.367 3.363 5.139  0.02
H: 2.060 0.815 1.875  -0.02
H: 2.668 -0.338 3.074  0.02
H: 3.260 1.333 3.071  0.03
H: 0.797 0.812 6.533  0.00
H: 2.473 0.646 5.995  0.02
H: 1.311 -0.664 5.716  0.02
O: 0.633 0.589 -0.108  -0.67
S: 1.547 0.602 -1.314  0.86
C: 3.098 -0.165 -0.624  -0.31
C: 4.240 0.817 -0.839  -0.24
C: 3.632 2.182 -0.543  -0.23
C: 2.350 2.239 -1.359  -0.35
H: 3.252 -1.123 -1.125  0.08
H: 2.901 -0.329 0.434  0.06
H: 4.574 0.780 -1.881  0.11
H: 5.100 0.594 -0.203  0.11
H: 4.303 3.003 -0.801  0.11
H: 3.391 2.266 0.520  0.10
H: 2.541 2.441 -2.416  0.08
H: 1.617 2.949 -0.978  0.02
S: 0.210 4.291 1.032  0.60
C: -1.141 4.700 0.141  -0.94
N: -1.244 4.707 -1.203  0.00
C: -2.619 4.945 -1.629  -0.19
C: -3.356 5.236 -0.308  -0.22
N: -2.298 5.134 0.691  -0.01
H: -0.704 4.018 -1.717  -0.01
H: -3.018 4.066 -2.136  0.08
H: -2.662 5.797 -2.310  0.10
H: -4.144 4.507 -0.116  0.04
H: -3.785 6.240 -0.301  0.10
H: -2.509 4.754 1.602  0.09
C: -1.450 -5.077 1.290  -0.13
C: -2.027 -3.663 1.207  -0.54
C: -2.272 -3.110 2.616  -0.15
P: -1.139 -2.324 0.246  1.10
C: 0.681 -2.735 0.246  -0.55
C: 1.225 -2.622 1.671  -0.12
C: 1.217 -3.987 -0.450  -0.11
C: -1.598 -2.667 -1.531  -0.55
C: -2.796 -1.771 -1.868  -0.15
C: -1.896 -4.109 -1.943  -0.13
H: -2.156 -5.732 1.814  0.07
H: -0.515 -5.089 1.854  0.06
H: -1.266 -5.510 0.308  0.05
H: -3.001 -3.721 0.708  0.09
H: -1.332 -2.996 3.164  0.06
H: -2.923 -3.776 3.193  0.07
H: -2.741 -2.127 2.568  0.04
H: 1.055 -1.874 -0.310  0.04
H: 0.879 -3.448 2.297  0.06
H: 0.908 -1.685 2.134  0.05
H: 2.321 -2.642 1.668  0.07
H: 0.897 -4.905 0.041  0.05
H: 2.315 -3.968 -0.429  0.07
H: 0.916 -4.026 -1.498  0.06
H: -0.739 -2.300 -2.107  0.10
H: -3.679 -2.067 -1.293  0.07
H: -3.041 -1.842 -2.934  0.07
H: -2.595 -0.725 -1.630  -0.01
H: -2.756 -4.502 -1.394  0.07
H: -1.054 -4.782 -1.784  0.04
H: -2.147 -4.136 -3.008  0.07
S: 1.328 2.014 -8.496  0.50
C: 1.030 1.674 -6.881  -1.11
S: 0.209 2.810 -5.874  0.94
C: 0.295 1.727 -4.477  -1.13
N: 0.934 0.631 -4.782  -0.02
N: 1.337 0.602 -6.121  -0.14
C: 2.007 -0.608 -6.489  -0.17
C: 2.278 -1.533 -5.476  -0.02
C: 2.878 -2.745 -5.776  -0.10
C: 3.222 -3.068 -7.081  -0.12
C: 2.973 -2.141 -8.078  -0.10
C: 2.377 -0.916 -7.794  -0.05
S: -0.412 2.110 -2.986  0.57
H: 2.005 -1.293 -4.461  0.09
H: 3.080 -3.444 -4.973  0.10
H: 3.679 -4.021 -7.313  0.09
H: 3.241 -2.364 -9.104  0.09
H: 2.196 -0.208 -8.585  0.00
Te: -3.106 1.718 0.277  0.07

Energy relative to the best compared isomer or geometry (same formula, charge and spin) (eV): 0.221
Total charge: -2



# 2
Molecular formula: C31H60AsF3MgN7OS3Si3
Method: DFT, ωB97M-V/def2-TZVPD

Each line ends with the Löwdin charge.
Element x y z (Å)
Mg: -0.840 0.354 0.563  0.34
C: -5.066 4.588 -0.865  -0.08
C: -4.635 4.465 0.589  -0.24
N: -3.214 4.187 0.724  -0.02
C: -2.676 2.962 0.870  -0.80
S: -0.949 2.901 1.038  0.64
N: -3.522 1.942 0.846  0.01
N: -2.901 0.745 1.016  -0.04
C: -3.637 -0.281 1.253  -0.27
C: -5.128 -0.237 1.334  -0.02
C: -2.907 -1.550 1.497  -0.23
C: -3.558 -2.688 1.953  0.01
C: -2.830 -3.848 2.167  -0.03
C: -1.469 -3.842 1.920  -0.04
C: -0.891 -2.660 1.486  -0.14
N: -1.578 -1.545 1.287  0.04
H: -6.128 4.822 -0.934  0.07
H: -4.890 3.648 -1.391  0.06
H: -4.514 5.378 -1.375  0.07
H: -5.175 3.657 1.077  0.10
H: -4.847 5.385 1.137  0.12
H: -2.562 4.953 0.723  0.11
H: -5.497 0.622 0.780  0.07
H: -5.459 -0.127 2.370  0.10
H: -5.571 -1.150 0.938  0.08
H: -4.621 -2.667 2.141  0.11
H: -3.323 -4.742 2.522  0.12
H: -0.862 -4.723 2.063  0.11
H: 0.172 -2.602 1.280  0.08
C: -2.689 1.746 -3.713  -0.11
C: -2.087 2.415 -2.492  -0.37
S: -0.367 2.072 -2.075  0.92
O: -0.396 0.720 -1.356  -0.65
C: 0.416 1.734 -3.657  -0.38
C: 0.096 0.420 -4.350  -0.13
H: -3.739 2.035 -3.783  0.08
H: -2.646 0.659 -3.636  0.07
H: -2.202 2.054 -4.637  0.07
H: -2.608 2.108 -1.582  0.06
H: -2.150 3.504 -2.534  0.10
H: 1.475 1.791 -3.401  0.05
H: 0.182 2.615 -4.263  0.10
H: -0.186 -0.336 -3.622  0.03
H: 0.989 0.057 -4.857  0.07
H: -0.701 0.524 -5.084  0.07
F: -2.937 -5.467 -4.617  0.15
C: -2.705 -4.201 -5.008  -0.58
F: -3.744 -3.819 -5.768  0.15
F: -1.611 -4.213 -5.786  0.14
C: -2.530 -3.293 -3.816  -0.10
C: -1.268 -3.030 -3.310  0.02
C: -1.170 -2.200 -2.203  -0.14
N: -2.222 -1.654 -1.599  0.08
C: -3.427 -1.933 -2.088  -0.11
C: -3.638 -2.737 -3.197  0.02
H: -0.379 -3.439 -3.767  0.13
H: -0.192 -1.951 -1.805  0.08
H: -4.270 -1.480 -1.576  0.11
H: -4.637 -2.919 -3.568  0.13
C: 5.180 -0.447 -5.138  -0.07
N: 4.172 -0.859 -4.183  -0.05
C: 3.761 -0.140 -3.130  -0.89
N: 4.332 1.077 -2.964  0.12
S: 2.558 -0.675 -2.088  0.66
H: 5.248 -1.203 -5.914  0.09
H: 6.164 -0.354 -4.673  0.09
H: 4.912 0.500 -5.611  0.09
H: 3.736 -1.760 -4.278  0.12
H: 5.187 1.325 -3.434  0.10
H: 4.126 1.549 -2.100  0.07
C: 2.017 0.071 5.534  -0.21
Si: 0.809 0.565 4.194  0.29
C: 0.424 2.379 4.368  -0.21
C: -0.798 -0.374 4.419  -0.21
As: 1.595 -0.034 2.000  0.84
Si: 3.352 1.497 1.527  0.28
C: 2.638 2.762 0.352  -0.22
C: 4.058 2.342 3.037  -0.20
C: 4.745 0.582 0.673  -0.22
Si: 2.899 -1.949 2.570  0.29
C: 3.516 -2.750 0.991  -0.22
C: 1.845 -3.191 3.510  -0.21
C: 4.363 -1.516 3.663  -0.21
H: 1.692 0.531 6.470  0.04
H: 3.032 0.413 5.333  0.02
H: 2.043 -1.008 5.685  0.02
H: -0.037 2.514 5.350  0.04
H: -0.278 2.721 3.610  -0.04
H: 1.302 3.020 4.328  0.02
H: -1.168 -0.196 5.433  0.04
H: -0.697 -1.451 4.282  0.01
H: -1.562 -0.015 3.725  0.02
H: 1.853 3.358 0.819  0.00
H: 2.196 2.259 -0.512  -0.01
H: 3.415 3.449 0.009  0.04
H: 3.322 2.902 3.609  0.01
H: 4.811 3.053 2.684  0.04
H: 4.558 1.649 3.715  0.02
H: 4.380 -0.053 -0.134  -0.03
H: 5.323 -0.036 1.359  0.02
H: 5.433 1.325 0.257  0.04
H: 2.948 -2.471 0.103  -0.03
H: 3.465 -3.836 1.101  0.04
H: 4.557 -2.484 0.802  0.03
H: 1.304 -3.852 2.833  0.01
H: 1.128 -2.741 4.195  0.01
H: 2.518 -3.817 4.101  0.04
H: 4.769 -0.521 3.496  0.00
H: 5.156 -2.236 3.444  0.04
H: 4.117 -1.602 4.720  0.02

Energy relative to the best compared isomer or geometry (same formula, charge and spin) (eV): 0.624
Total charge: +1



# 3
Molecular formula: C31H60BrFINO34S7Si
Method: DFT, ωB97M-V/def2-TZVPD

Each line ends with the Löwdin charge.
Element x y z (Å)
C: -3.923 -0.892 -4.878  -0.08
O: -2.586 -0.695 -4.384  -0.16
C: -1.935 -1.879 -3.895  -0.28
C: -1.971 -3.173 -4.837  -0.10
C: -1.827 -2.965 -6.416  -0.38
C: -3.245 -3.208 -7.204  -0.07
O: -1.325 -1.691 -6.878  -0.12
C: -2.757 -2.306 -2.535  -0.23
O: -2.721 -3.522 -2.136  0.08
N: -3.612 -1.396 -1.738  0.16
C: -2.894 -0.326 -1.058  -0.33
O: -2.094 -0.429 -0.107  0.14
F: -3.189 1.039 -1.496  -0.02
C: -0.424 -1.467 -3.382  -0.58
Br: 1.022 -2.124 -4.601  0.89
C: -0.234 0.163 -3.349  -0.16
C: 0.140 0.824 -4.758  -0.32
C: 1.716 1.274 -4.807  -0.68
I: 2.619 1.080 -6.775  0.79
O: -0.290 -1.849 -2.002  -0.19
C: 0.380 -3.098 -1.754  -0.22
C: 1.966 -2.942 -1.367  -0.14
C: 2.255 -3.103 0.204  -0.27
O: 1.715 -2.042 1.032  -0.25
Si: 2.891 -1.372 2.119  0.51
C: 3.978 0.027 1.303  -0.18
C: 4.020 -2.660 2.982  -0.19
C: 1.936 -0.463 3.552  -0.20
H: -4.398 -1.915 -4.693  0.11
H: -4.605 -0.115 -4.340  0.10
H: -3.952 -0.600 -5.996  0.11
H: -3.000 -3.687 -4.663  0.12
H: -1.196 -3.979 -4.519  0.12
H: -1.118 -3.788 -6.824  0.15
H: -4.012 -3.782 -6.563  0.08
H: -3.748 -2.188 -7.447  0.07
H: -3.072 -3.714 -8.222  0.08
H: -0.439 -1.840 -7.301  0.10
H: -4.471 -1.092 -2.214  0.13
H: 0.683 0.321 -2.650  0.13
H: -1.105 0.705 -2.845  0.11
H: -0.434 1.839 -4.803  0.12
H: -0.191 0.252 -5.691  0.06
H: 2.320 0.581 -4.094  0.03
H: 1.817 2.331 -4.334  0.07
H: 0.192 -3.936 -2.522  0.11
H: -0.089 -3.512 -0.769  0.14
H: 2.645 -3.591 -2.039  0.12
H: 2.232 -1.841 -1.644  0.11
H: 1.784 -4.110 0.542  0.13
H: 3.415 -3.132 0.319  0.11
H: 5.042 0.020 1.764  0.02
H: 3.532 1.056 1.616  0.05
H: 3.978 -0.072 0.161  0.03
H: 5.003 -2.755 2.364  0.06
H: 4.337 -2.216 4.001  0.04
H: 3.540 -3.683 3.168  0.04
H: 1.619 -1.240 4.356  0.05
H: 1.048 0.116 3.119  0.04
H: 2.652 0.279 4.086  0.04
O: -8.584 4.790 -2.962  -0.23
S: -8.007 3.878 -2.018  0.65
O: -8.795 3.050 -1.154  -0.23
O: -6.933 4.695 -1.115  -0.20
C: -5.644 4.095 -1.244  -0.17
C: -5.632 3.462 -2.628  -0.17
O: -6.946 2.933 -2.806  -0.19
H: -5.541 3.337 -0.462  0.13
H: -4.861 4.845 -1.127  0.14
H: -4.884 2.673 -2.717  0.12
H: -5.462 4.213 -3.404  0.13
O: 0.733 1.822 5.088  -0.28
S: 0.020 1.078 6.097  0.67
O: 0.649 0.081 6.914  -0.24
O: -1.300 0.425 5.409  -0.18
C: -2.473 0.873 6.096  -0.17
C: -2.117 2.239 6.660  -0.20
O: -0.754 2.122 7.080  -0.19
H: -2.689 0.161 6.897  0.14
H: -3.320 0.917 5.412  0.11
H: -2.757 2.524 7.495  0.10
H: -2.167 3.009 5.888  0.11
O: -4.535 3.118 7.740  -0.23
S: -5.502 2.825 6.721  0.67
O: -5.486 1.614 5.955  -0.21
O: -5.556 4.084 5.698  -0.19
C: -6.883 4.612 5.659  -0.17
C: -7.479 4.303 7.024  -0.17
O: -6.983 3.008 7.360  -0.18
H: -7.430 4.099 4.863  0.14
H: -6.861 5.683 5.451  0.14
H: -8.570 4.307 7.012  0.14
H: -7.122 5.009 7.780  0.13
O: -0.391 3.455 4.975  -0.29
S: 0.394 4.641 5.144  0.70
O: 1.667 4.643 5.800  -0.20
O: -0.545 5.780 5.830  -0.19
C: -0.603 6.925 4.980  -0.18
C: -0.409 6.390 3.568  -0.18
O: 0.562 5.353 3.693  -0.18
H: 0.211 7.600 5.261  0.13
H: -1.558 7.439 5.100  0.13
H: -0.064 7.159 2.876  0.13
H: -1.332 5.944 3.185  0.13
O: 6.942 -5.257 2.807  -0.22
S: 5.713 -5.827 2.338  0.64
O: 5.033 -5.357 1.168  -0.23
O: 4.661 -5.851 3.575  -0.21
C: 4.241 -7.193 3.819  -0.17
C: 5.403 -8.068 3.374  -0.18
O: 5.917 -7.434 2.203  -0.19
H: 3.348 -7.386 3.217  0.13
H: 4.001 -7.331 4.875  0.14
H: 5.095 -9.090 3.154  0.14
H: 6.198 -8.082 4.126  0.13
O: 7.593 -0.596 3.480  -0.22
S: 6.535 -0.174 4.350  0.66
O: 5.150 -0.261 3.990  -0.27
O: 6.851 1.343 4.833  -0.18
C: 6.933 1.384 6.258  -0.17
C: 7.403 -0.002 6.674  -0.17
O: 6.737 -0.901 5.788  -0.19
H: 5.934 1.597 6.651  0.14
H: 7.622 2.167 6.578  0.14
H: 7.157 -0.231 7.712  0.14
H: 8.481 -0.116 6.523  0.13
O: 2.450 -1.612 -9.519  -0.25
S: 3.103 -0.566 -10.250  0.60
O: 4.117 0.269 -9.677  -0.28
O: 1.960 0.383 -10.906  -0.20
C: 2.118 0.410 -12.325  -0.17
C: 2.751 -0.926 -12.686  -0.17
O: 3.677 -1.194 -11.634  -0.19
H: 2.781 1.242 -12.578  0.13
H: 1.153 0.554 -12.813  0.14
H: 3.260 -0.899 -13.649  0.14
H: 2.005 -1.727 -12.691  0.13

Energy relative to the best compared isomer or geometry (same formula, charge and spin) (eV): 4.708
SMILES: CO[C@](C[C@@H](C)O)(C(=O)NC(=O)F)[C@@](Br)(CCCI)OCCCO[Si](C)(C)C.O=S1(=O)OCCO1.O=S1(=O)OCCO1.O=S1(=O)OCCO1.O=S1(=O)OCCO1.O=S1(=O)OCCO1.O=S1(=O)OCCO1.O=S1(=O)OCCO1



| no. | HOMO energy (eV) | HOMO-LUMO gap (eV) | E_LUMO (eV) |
| --- | --- | --- | --- |
| 1 | -0.622 | 4.44 | 3.8 |
| 2 | -10.054 | 7.60 | -2.5 |
| 3 | -8.631 | 8.59 | 0.0 |